The following is a quantum chemistry calculation of C40H45BaBr2Cl2N3O4S as an isolated structure at a distorted geometry, from the OMol25 dataset.

The total charge is -2. As for the HOMO energy: -2.3 eV. Its largest force on an atom is 2.74 eV Å⁻¹. The orbital gap comes out at 6.1963 eV. The LUMO energy comes out at 3.93 eV. The spin multiplicity is 1. For the energy above the lowest of the compared OMol25 structures with the same formula, charge and spin, the calculation gives 106.55 kJ/mol.

Last column: Mulliken charge in e.
Element x y z (Å)
Ba -0.5750 -0.8687 0.0655  1.24
Br 2.8303 1.2593 1.6628  0.00
Br 3.8686 -1.4014 3.1660  -0.19
Cl 2.3860 -3.1371 -0.0585  0.00
Cl 0.2837 -3.6194 -2.1307  0.00
S -0.9357 -3.8560 1.3101  -0.42
O -0.0940 -0.8811 2.4668  -0.94
O -2.1546 -0.3235 1.9142  -0.70
O -3.9473 1.1916 -1.6987  -0.81
O 2.6023 3.0835 -1.0325  -0.96
N -2.4979 -0.6250 -1.5637  0.51
N -0.5429 1.4494 -1.1621  0.44
N 1.6821 1.8040 -2.7669  0.20
C 0.3538 2.3955 -0.8799  -0.38
C 3.8411 -0.2111 -1.8301  -1.17
C -4.2606 -2.2559 -2.0476  0.95
C 3.8470 -0.1496 -3.3583  0.53
C 2.6780 0.1519 3.1863  0.19
C -3.2412 -1.4077 -2.4752  -1.22
C 2.0809 5.4724 -3.0378  -1.45
C -1.2529 3.5769 0.4451  -1.02
C -2.2935 -4.5097 3.6783  -0.59
C 2.7563 -1.0510 -3.9314  -0.78
C -4.5871 -2.9857 -4.3347  -1.44
C -3.0863 -2.9385 5.3308  -0.62
C 3.6972 3.7337 -5.1968  -0.18
C 3.7667 1.2471 -3.9514  0.90
C 2.7001 3.3992 -4.2853  0.71
C 1.6952 -4.2370 -1.2595  -0.69
C -1.3437 -1.0319 2.5880  0.11
C -2.9460 -4.2438 4.8723  -0.47
C -1.8762 -2.1881 3.3810  0.11
C -2.3504 0.8611 -4.9145  -1.67
C -1.7328 -3.5054 2.8789  0.41
C 4.7207 2.8501 -5.5057  -1.31
C -0.7948 -1.0831 -5.2556  -1.60
C -6.0803 -1.6650 -0.4396  -1.67
C -2.5517 -1.9143 4.5620  -0.31
C -1.7722 -0.4097 -4.2940  2.19
C -3.5640 -2.1376 -4.7435  -0.58
C 1.5861 4.3826 -3.9913  1.21
C -4.6430 -3.6850 0.0132  -1.49
C 0.0397 3.4600 -0.0384  -0.41
C 4.7338 1.6112 -4.8850  -1.07
C -1.8275 1.6018 -0.7367  -0.12
C 1.7201 2.4015 -1.5946  -0.13
C -4.9251 -3.0378 -2.9909  -0.38
C -2.8769 -1.3454 -3.8295  0.64
C -4.6904 -2.2853 -0.5929  1.58
C -2.2204 2.6607 0.0529  -0.79
C -2.8963 0.6300 -1.3770  1.07
C 0.9718 4.9784 -5.2542  -1.82
C 2.7395 2.1548 -3.6342  -0.62
H 2.5007 5.0216 -2.1387  0.27
H 2.8719 -2.0726 -3.5653  0.28
H -6.1083 -0.6607 -0.8638  0.36
H 0.0769 -0.4449 -5.4167  0.36
H 1.6669 -0.2371 3.2288  -0.24
H 1.3745 -5.1316 -0.7372  0.38
H 1.7730 -0.6906 -3.6226  -0.17
H 2.4643 -4.4396 -1.9965  0.40
H 2.8605 6.0748 -3.5172  0.34
H 4.2555 -1.1653 -1.4878  0.48
H 4.8191 -0.5388 -3.6853  0.56
H 1.6512 5.6765 -5.7523  0.36
H 0.8265 4.1658 0.1890  0.57
H -6.3540 -1.6039 0.6168  0.43
H 1.2705 6.1467 -2.7445  0.38
H 2.8308 -0.1354 -1.4349  -0.13
H 5.4951 3.1207 -6.2135  0.36
H -1.5152 4.3979 1.1031  0.37
H -2.6604 -0.8810 4.8706  0.40
H -0.4329 -2.0386 -4.8702  0.29
H 3.6707 4.7047 -5.6800  0.25
H -3.2601 2.7371 0.3364  0.57
H -6.8353 -2.2734 -0.9485  0.32
H 2.9607 0.7393 4.0499  0.37
H -5.3592 -4.3470 -0.4844  0.31
H -1.2529 -1.2705 -6.2320  0.42
H -5.1127 -3.5977 -5.0582  0.34
H -2.2128 -5.5304 3.3210  0.35
H -2.8799 0.6190 -5.8427  0.37
H 0.8051 3.8188 -3.4744  -0.06
H -4.9027 -3.6482 1.0740  0.42
H -3.2920 -2.0917 -5.7921  0.29
H 4.4140 0.6034 -1.3861  0.34
H 2.7766 -1.0706 -5.0234  0.39
H -3.9899 -1.6549 -0.0392  -0.28
H 5.5163 0.8930 -5.1140  0.31
H 0.0607 5.5313 -5.0122  0.44
H -1.2050 -0.1051 -3.4122  -0.53
H -3.6459 -4.1233 -0.0529  0.26
H -3.3602 -5.0677 5.4426  0.34
H -3.6046 -2.7239 6.2568  0.36
H -5.7239 -3.6927 -2.6609  0.30
H 0.7120 4.2007 -5.9741  0.39
H -3.0524 1.3502 -4.2380  0.38
H -1.5514 1.5678 -5.1507  0.33

The following is a quantum chemistry calculation of C40H45BeN3O4PS as an isolated structure at a distorted geometry, from the OMol25 dataset.

The total charge is -1. As for the HOMO energy: -2.0 eV. Its largest force on an atom is 1.95 eV Å⁻¹. The orbital gap comes out at 3.4410 eV. The LUMO energy comes out at 1.40 eV. The spin multiplicity is 1. For the energy above the lowest of the compared OMol25 structures with the same formula, charge and spin, the calculation gives 95.20 kJ/mol.

Last column: Mulliken charge in e.
Element x y z (Å)
S -2.4767 -0.2703 -0.1709  -0.34
P -0.9842 -0.2307 2.4781  0.20
O -1.3214 1.3168 -4.5308  -0.59
O 0.4262 -0.4308 1.6794  0.97
O -0.4131 -0.2430 4.0481  -0.49
O -1.4232 -1.7870 2.4700  -0.40
N -3.1570 2.1596 -0.9951  0.17
N -2.2755 0.6929 -2.5815  0.08
N 1.9316 8.6601 -0.1829  -0.61
C -5.7934 3.6972 -0.2768  -1.12
C 3.9298 -1.4362 -4.8160  -0.43
C 3.3335 3.6423 -3.5989  -0.36
C -5.5285 3.3198 -3.8777  -0.50
C 5.1931 2.6355 -4.7128  -0.58
C -2.7766 -2.1191 2.7018  -0.35
C 2.9593 2.4148 -3.1085  -0.43
C -0.0241 2.2481 0.9304  2.06
C -2.6625 0.9457 -1.3030  0.00
C -0.0636 0.9848 4.6423  -0.15
C 1.6959 7.5384 -0.0794  0.06
C -5.1457 2.5155 0.4341  -0.51
C 1.2441 4.2947 1.5781  -0.31
C 4.0503 -3.6706 -3.1941  -0.51
C -2.2119 1.5200 -3.7176  0.11
C 0.3210 4.1558 -0.6294  -0.11
C -2.9835 -2.5220 4.1521  -1.12
C 3.2547 -0.0224 -2.8901  -0.15
C 4.8317 1.4011 -4.2150  -0.52
C -4.5891 2.3649 -3.5484  0.36
C 4.2912 -2.6540 -5.3449  -0.65
C 0.7282 5.4400 -0.8871  -0.74
C 4.4429 3.7662 -4.4240  -0.59
C 0.5242 3.5589 0.6251  -0.10
C 4.3656 -3.7843 -4.5411  -0.44
C 3.6347 -1.2904 -3.4474  0.34
C -3.6186 2.5370 0.3147  -0.60
C 3.6810 -2.4565 -2.6582  -0.57
C -5.1632 4.4595 -4.5846  -0.38
C -3.8419 4.6231 -4.9919  -0.65
C 1.6276 0.1915 -0.8507  -0.27
C 1.3599 -1.4672 1.9690  -0.06
C -3.2455 2.5340 -3.9270  -0.02
C 1.3746 6.1871 0.1060  0.39
C -1.2939 1.7798 5.0608  -1.16
C 2.3994 0.0312 -1.7918  0.62
C 2.4822 -0.9690 2.8700  -1.20
C 3.6752 1.2455 -3.4280  0.43
C 1.6566 5.5804 1.3355  -0.98
C -2.9006 3.6691 -4.6812  -0.65
Be 0.6578 0.6227 0.4332  -1.43
H -3.1945 1.8229 1.0259  -0.05
H 0.5495 0.7374 5.5161  0.46
H -3.2199 2.8383 -1.7397  0.38
H 3.4500 -2.3823 -1.6039  0.46
H 0.5392 5.8877 -1.8535  0.45
H -1.8095 2.1677 4.1840  0.14
H 2.7555 4.5168 -3.3343  0.37
H -4.8877 1.4726 -3.0160  0.38
H -5.5065 3.7311 -1.3258  0.17
H 1.4601 3.8410 2.5371  0.43
H 4.6670 -4.7364 -4.9568  0.34
H -5.4856 4.6318 0.1866  0.33
H 2.1840 6.1406 2.0952  0.45
H 2.8721 -0.0284 2.4857  0.24
H 4.7189 4.7279 -4.8350  0.37
H 2.1227 -0.8186 3.8856  0.27
H 3.2886 -1.6983 2.8881  0.42
H -3.4183 -1.2740 2.4381  0.31
H 1.7653 -1.7701 1.0029  0.33
H 2.0907 2.3293 -2.4740  0.22
H 3.8409 -0.5773 -5.4657  0.57
H -5.9050 5.2063 -4.8264  0.41
H 4.5124 -2.7315 -6.4019  0.36
H -0.1741 3.5790 -1.3981  0.52
H -1.9791 1.1354 5.6075  0.32
H -0.9981 2.1569 0.4518  -1.74
H 6.0848 2.7230 -5.3239  0.34
H -0.1948 2.1718 2.0087  -0.06
H -3.0205 -2.9437 2.0273  0.35
H -1.8731 3.7697 -4.9956  0.54
H -1.6676 -0.1177 -2.6633  0.34
H -5.4027 2.5442 1.4949  0.42
H -3.2396 3.5398 0.5373  0.43
H 5.4641 0.5463 -4.4138  0.55
H 0.8426 -2.3134 2.4261  0.14
H -6.8769 3.6315 -0.2168  0.38
H -6.5629 3.1691 -3.5965  0.44
H -1.0105 2.6130 5.6989  0.43
H -5.5146 1.5742 0.0208  0.22
H 4.1064 -4.5454 -2.5565  0.35
H 0.5474 1.5836 3.9581  0.20
H -2.3817 -3.3961 4.3870  0.29
H -4.0295 -2.7497 4.3370  0.41
H -3.5598 5.4958 -5.5654  0.40
H -2.6711 -1.7084 4.8009  0.19

The following is a quantum chemistry calculation of C40H45Cl3N2O9P2SiV as an isolated structure at a distorted geometry, from the OMol25 dataset.

The total charge is -2. As for the HOMO energy (alpha / beta): -3.0 / -2.4 eV. Its largest force on an atom is 5.60 eV Å⁻¹. The orbital gap (alpha / beta) comes out at 6.7255 / 6.0995 eV. The LUMO energy (alpha / beta) comes out at 3.70 / 3.70 eV. Its expectation value of S² is 0.761. The spin multiplicity is 2. For the energy above the lowest of the compared OMol25 structures with the same formula, charge and spin, the calculation gives 51.89 kJ/mol.

Last column: Mulliken charge in e.
Element x y z (Å)
V 11.7713 14.2006 13.8122  -0.05
Cl 7.4296 16.1811 13.2803  -0.16
Cl 6.9673 13.2654 13.2339  -0.19
Cl 6.0432 14.9204 15.5083  -0.17
P 12.1103 15.9489 15.5372  2.00
P 14.1599 14.1386 14.0165  2.56
Si 14.7364 8.4663 15.1404  -0.02
O 9.6044 14.0806 14.1299  -0.87
O 8.9013 14.5689 16.1436  -0.63
O 11.9760 15.6302 12.4696  -0.50
O 11.7245 12.5773 15.4252  -0.15
O 15.1525 9.3277 16.4000  -1.33
O 10.2938 10.6558 7.6230  -0.74
O 11.2188 12.6538 7.0336  -0.74
O 12.5235 15.9384 10.3133  -0.73
O 11.4149 11.1052 17.0471  -0.31
N 15.3644 12.8995 22.1441  -0.58
N 11.2668 13.1187 11.9223  0.16
C 12.9643 7.7908 15.1662  1.53
C 12.3481 7.0348 14.1480  -0.23
C 10.8261 11.3070 10.3592  -1.11
C 14.2032 9.3265 12.3780  -0.06
C 17.2262 7.1487 15.6518  -1.75
C 14.8705 15.2604 15.2612  -1.41
C 15.8527 5.9989 13.8537  -1.67
C 11.4584 17.5847 15.0364  -1.46
C 10.9701 11.7897 11.6605  -0.14
C 15.9310 10.1929 10.8910  -0.78
C 13.8971 16.4057 15.6868  -1.33
C 12.3175 11.7073 17.9407  0.18
C 10.7523 11.7834 7.8261  0.39
C 11.3680 13.5507 9.5543  -0.55
C 15.2948 12.7931 14.1284  -1.34
C 15.7965 6.8067 15.1745  1.73
C 13.9921 12.4478 20.0151  0.44
C 15.0969 9.1896 13.4179  1.11
C 11.0594 6.4077 14.3685  -1.01
C 11.4473 13.9130 10.8749  0.66
C 11.9928 15.2934 11.1951  -0.12
C 14.7481 12.7062 21.1894  -0.05
C 14.7456 14.8487 12.4615  -2.05
C 11.0839 11.6031 15.8767  0.73
C 12.7493 13.0625 19.8086  -0.70
C 13.6215 11.1828 18.0343  0.76
C 14.4650 11.5480 19.0675  -1.16
C 10.4058 6.6201 15.5574  -0.64
C 11.4711 15.8966 17.1676  -0.93
C 11.0732 7.3087 16.6008  -0.63
C 11.8758 12.6838 18.8016  -0.58
C 15.1771 5.9023 16.2769  -2.06
C 16.4156 9.6915 13.1938  -0.93
C 8.7797 14.4417 14.9971  0.20
C 16.7908 10.1701 11.9633  -0.52
C 7.3305 14.7775 14.3266  0.70
C 11.0332 12.2005 9.2622  0.31
C 14.6170 9.8477 11.1457  -0.68
C 9.9065 10.8945 15.3232  -0.74
C 12.2729 7.9324 16.3918  -0.25
H 11.5601 14.1209 8.6130  0.55
H 16.2250 10.4911 9.8993  0.40
H 12.0794 17.7865 14.1042  0.33
H 15.7645 15.6332 14.8277  0.67
H 14.4434 15.8704 12.4175  0.53
H 13.1639 9.0555 12.4844  0.32
H 14.1203 16.7730 16.7073  0.44
H 12.9060 6.9534 13.1539  0.24
H 11.5046 16.8617 17.7037  0.47
H 10.4475 17.4963 14.6176  0.31
H 15.0933 6.4915 17.1436  0.40
H 10.6332 5.8771 13.5577  0.42
H 10.8488 11.0994 12.5182  0.16
H 17.1454 9.7075 13.9643  0.53
H 15.8065 14.6515 12.3378  0.48
H 10.4087 15.7155 16.9248  0.29
H 15.3703 10.9257 19.2425  0.48
H 9.4560 6.2838 15.7915  0.48
H 17.1785 7.9683 16.3592  0.17
H 11.7551 15.0822 17.7778  -0.10
H 14.2433 14.2774 11.6932  0.31
H 9.2759 10.4277 16.1724  0.29
H 14.8336 5.5689 13.5769  0.17
H 16.6219 5.2221 14.0245  0.52
H 17.8292 7.4984 14.7359  0.25
H 17.8491 10.5088 11.8156  0.24
H 9.3641 11.6430 14.7656  0.03
H 10.4924 10.3319 10.0795  0.51
H 13.9174 9.9701 10.3199  0.42
H 15.1454 12.1197 14.9732  0.29
H 17.6638 6.2900 16.1298  0.55
H 10.6060 7.5195 17.5501  0.33
H 10.2667 10.1565 14.5724  0.05
H 16.3371 13.0911 14.1252  0.49
H 12.7274 8.5070 17.1618  0.40
H 11.6444 18.4077 15.7417  0.41
H 16.2278 6.6383 13.0914  0.38
H 13.9643 10.4820 17.2209  0.29
H 15.8087 5.0525 16.4604  0.61
H 14.1801 5.6204 15.9706  0.33
H 11.0021 13.3216 18.6033  0.70
H 14.0833 17.2763 15.0837  0.45
H 15.0833 14.5923 16.0953  0.41
H 15.0638 12.3118 13.1860  0.09
H 12.5848 13.8738 20.4985  0.43